[1]
{"formula": "C2H2FIS", "method": "the ωB97M-V functional and the def2-TZVPD basis", "relative_energy_kj_mol": 360.6, "e_tot_ev": -23755.11748, "symbols": ["C", "C", "F", "S", "I", "H", "H"], "xyz": [[0.635, -0.013, -0.668], [-0.545, -0.257, 0.187], [0.405, 0.564, -1.890], [2.103, -0.568, -0.290], [-0.131, -1.198, 2.005], [-0.894, 1.688, 0.602], [-1.574, -0.215, 0.054]]}


[2]
{"formula": "C5H4N2O", "method": "the ωB97M-V functional and the def2-TZVPD basis", "multiplicity": 3, "relative_energy_kj_mol": 34.2, "e_tot_ev": -10271.13605, "symbols": ["C", "C", "C", "C", "C", "N", "N", "O", "H", "H", "H", "H"], "xyz": [[3.051, 0.096, -0.023], [0.927, 1.594, -0.129], [-0.427, 1.425, -0.009], [1.765, 0.567, -0.231], [-0.075, -0.830, 0.191], [4.165, -0.322, 0.083], [-0.375, -1.995, -0.358], [-0.889, 0.187, 0.004], [1.366, 2.501, 0.081], [-1.246, 2.096, 0.143], [0.203, -2.792, -0.206], [-1.209, -1.810, -1.025]]}


[3]
{"formula": "H20O10", "method": "the ωB97M-V functional and the def2-TZVPD basis", "relative_energy_kj_mol": 291.1, "e_tot_ev": -20799.59583, "smiles": "O.O.O.O.O.O.O.O.O.O", "symbols": ["O", "H", "H", "O", "H", "H", "O", "H", "H", "O", "H", "H", "O", "H", "H", "O", "H", "H", "O", "H", "H", "O", "H", "H", "O", "H", "H", "O", "H", "H"], "xyz": [[5.947, 2.569, -28.407], [5.361, 2.672, -27.709], [5.734, 1.661, -28.645], [2.591, 1.303, -29.277], [2.885, 0.379, -29.477], [2.344, 1.301, -28.353], [4.138, 2.828, -23.158], [3.900, 2.910, -24.049], [5.032, 2.523, -23.208], [4.417, 5.542, -26.053], [4.915, 5.933, -26.736], [3.519, 5.776, -26.163], [4.825, 0.060, -25.937], [5.092, -0.238, -26.779], [4.646, 0.943, -26.199], [3.755, 5.910, -23.245], [4.126, 5.962, -24.131], [4.117, 6.659, -22.752], [6.483, 4.761, -23.441], [6.779, 5.633, -23.115], [5.530, 4.685, -23.497], [4.327, 2.788, -26.307], [3.396, 2.732, -26.403], [4.473, 3.707, -26.076], [1.777, 1.999, -26.374], [1.691, 1.449, -25.593], [1.093, 2.702, -26.326], [7.084, 4.356, -26.084], [7.211, 3.408, -25.989], [6.983, 4.827, -25.277]]}


[4]
{"formula": "C2H2F2N4", "method": "the ωB97M-V functional and the def2-TZVPD basis", "relative_energy_kj_mol": 125.5, "e_tot_ev": -13499.23174, "symbols": ["C", "C", "H", "H", "N", "N", "N", "N", "F", "F"], "xyz": [[0.493, 0.718, -1.279], [0.150, 0.269, 0.099], [-0.262, 1.485, -1.801], [-0.474, -2.065, 1.757], [-0.876, 0.858, 0.853], [-1.188, -0.044, 1.761], [-0.277, -1.054, 1.493], [0.467, -0.950, 0.473], [1.707, 1.157, -1.174], [0.260, -0.375, -2.181]]}


[5]
{"formula": "C6H8N2OS", "method": "the ωB97M-V functional and the def2-TZVPD basis", "relative_energy_kj_mol": 465.3, "e_tot_ev": -22210.14783, "symbols": ["C", "C", "C", "C", "C", "C", "N", "N", "O", "S", "H", "H", "H", "H", "H", "H", "H", "H"], "xyz": [[2.314, -0.945, 0.066], [1.988, 0.376, -0.141], [1.418, -1.902, 0.509], [0.709, 0.734, -0.016], [0.102, -1.464, 0.692], [-0.242, -0.148, 0.601], [-1.945, 1.246, 0.796], [-1.491, 0.064, 0.970], [-2.005, -0.554, -1.442], [-2.513, 0.835, -1.660], [3.367, -1.204, -0.192], [2.824, 1.049, -0.632], [1.696, -2.886, 0.634], [0.602, 1.812, -0.190], [-0.745, -2.014, 1.017], [-1.422, 2.147, 0.722], [-2.928, 1.497, 0.977], [-1.730, 1.356, -2.712]]}


[6]
{"formula": "C19H29N7O3PPd", "method": "the ωB97M-V functional and the def2-TZVPD basis", "e_tot_ev": -49517.10376, "total_charge": -1, "symbols": ["Pd", "C", "C", "C", "C", "C", "C", "C", "C", "C", "C", "N", "C", "C", "C", "C", "C", "N", "H", "H", "H", "H", "H", "H", "H", "H", "H", "H", "H", "H", "H", "H", "H", "H", "H", "N", "N", "N", "C", "N", "N", "H", "H", "H", "C", "O", "P", "O", "C", "O", "C", "H", "H", "H", "H", "H", "H", "H", "H", "H"], "xyz": [[0.136, 0.410, -2.036], [1.423, -2.699, 3.797], [1.447, -1.206, 4.138], [0.096, -0.569, 3.906], [-0.731, -0.295, 4.992], [-2.017, 0.187, 4.814], [-2.500, 0.376, 3.528], [-1.710, 0.109, 2.416], [-2.277, 0.252, 1.024], [-3.247, -0.882, 0.693], [-0.392, -0.335, 2.609], [0.387, -0.601, 1.464], [1.413, 0.134, 1.237], [2.252, 0.033, 0.084], [3.545, 0.564, -0.028], [4.009, 0.180, -1.288], [2.971, -0.558, -1.868], [1.900, -0.659, -1.052], [2.401, -3.159, 3.949], [1.137, -2.842, 2.755], [0.694, -3.225, 4.416], [2.223, -0.720, 3.547], [1.722, -1.071, 5.186], [-0.353, -0.470, 5.994], [-2.641, 0.405, 5.672], [-3.511, 0.739, 3.376], [-1.466, 0.238, 0.295], [-2.787, 1.215, 0.938], [-2.737, -1.845, 0.745], [-3.640, -0.771, -0.320], [-4.085, -0.905, 1.393], [1.702, 0.909, 1.957], [4.063, 1.141, 0.725], [4.968, 0.399, -1.732], [2.947, -1.003, -2.854], [0.191, -3.131, -0.008], [-0.142, -2.922, -1.333], [-0.937, -1.952, -1.703], [-0.965, -2.141, -3.021], [-0.221, -3.180, -3.410], [0.305, -3.671, -2.299], [0.189, -2.190, 0.436], [1.162, -3.430, -0.027], [-1.515, -1.497, -3.684], [-2.746, 2.641, -1.972], [-1.875, 2.894, -3.061], [-0.358, 2.287, -2.946], [0.077, 2.542, -4.499], [0.080, 1.438, -5.388], [0.322, 3.630, -2.319], [1.681, 3.514, -1.901], [-3.767, 2.775, -2.329], [-2.558, 3.339, -1.151], [-2.617, 1.618, -1.603], [-0.898, 1.325, -5.862], [0.333, 0.514, -4.859], [0.829, 1.631, -6.156], [1.913, 4.414, -1.333], [2.346, 3.451, -2.766], [1.831, 2.626, -1.280]]}